Record 1
Entry from the Open Molecules 2025 dataset: a molecular structure, C35H31N9O2RuSe at a distorted geometry (ωB97M-V/def2-TZVPD).

Summary:
strongest force on any atom: 2.46 eV/A
net charge: +2
E: -122219.483 eV

```
79
Properties=species:S:1:pos:R:3:lowdin_charge:R:1
Ru 0.425 0.321 0.131 1.372
C -3.113 -0.276 0.822 -0.032
C -3.297 1.068 1.443 -0.185
C -4.565 1.553 1.644 -0.026
C -4.776 2.773 2.290 -0.004
C -3.700 3.547 2.718 -0.021
C -2.404 3.112 2.566 -0.166
C -1.294 4.052 2.946 -0.023
C -2.174 1.810 1.964 -0.201
N -0.934 1.283 1.860 0.078
C -0.082 1.530 2.965 -0.462
O -0.464 1.561 4.104 0.143
C 1.379 1.659 2.634 -0.196
C 2.336 2.104 3.528 0.055
C 3.664 2.120 3.115 0.021
C 4.000 1.667 1.845 0.060
C 2.981 1.235 1.015 -0.151
N 1.711 1.267 1.411 0.000
C 3.187 0.673 -0.373 -0.424
O 4.279 0.567 -0.863 0.164
N 1.980 0.367 -1.002 -0.050
C 2.079 -0.046 -2.378 -0.217
C 2.144 -1.415 -2.657 -0.218
C 2.324 -2.437 -1.573 -0.013
C 2.094 -1.813 -3.985 -0.029
C 2.020 -0.877 -5.007 -0.043
C 2.049 0.473 -4.711 -0.024
C 2.103 0.914 -3.389 -0.205
C 2.277 2.385 -3.131 -0.028
H -3.989 -0.540 0.233 0.096
H -2.979 -1.042 1.591 0.106
H -2.242 -0.310 0.174 0.021
H -5.414 0.973 1.308 0.124
H -5.786 3.133 2.435 0.123
H -3.883 4.518 3.158 0.129
H -1.613 5.076 2.757 0.097
H -0.380 3.885 2.372 0.075
H -1.047 3.963 4.004 0.102
H 2.036 2.416 4.519 0.141
H 4.436 2.464 3.790 0.132
H 5.020 1.630 1.486 0.141
H 1.772 -2.200 -0.663 0.040
H 3.378 -2.511 -1.296 0.104
H 2.007 -3.421 -1.917 0.093
H 2.131 -2.869 -4.223 0.123
H 1.986 -1.204 -6.037 0.118
H 2.060 1.203 -5.510 0.126
H 3.145 2.750 -3.681 0.103
H 2.475 2.615 -2.083 0.061
H 1.419 2.963 -3.474 0.078
Se -2.399 -6.838 -0.068 1.230
N -1.511 -5.906 1.157 -0.204
C -1.252 -4.734 0.631 -0.338
C -0.507 -3.693 1.323 -0.059
C 0.053 -3.874 2.588 0.063
C 0.789 -2.849 3.145 0.013
C 0.947 -1.672 2.432 -0.066
N 0.399 -1.473 1.232 -0.008
C -0.317 -2.474 0.673 -0.159
C -0.841 -2.235 -0.666 -0.175
N -0.602 -1.013 -1.201 -0.012
C -0.891 -0.832 -2.487 -0.095
C -1.513 -1.804 -3.266 0.011
C -1.838 -3.015 -2.704 0.057
C -1.479 -3.249 -1.373 -0.063
C -1.720 -4.520 -0.704 -0.336
N -2.357 -5.520 -1.261 -0.203
H -0.086 -4.818 3.098 0.137
H 1.254 -2.947 4.115 0.130
H 1.540 -0.864 2.841 0.116
H -0.620 0.126 -2.911 0.098
H -1.724 -1.584 -4.303 0.129
H -2.331 -3.795 -3.269 0.135
N -0.857 2.242 -2.031 0.016
N -0.159 2.182 -0.765 -0.104
H -0.945 3.223 -2.297 0.105
H -1.799 1.889 -1.871 0.091
H -0.702 2.662 -0.040 0.090
H 0.700 2.719 -0.893 0.090
```

=====

Record 2
Entry from the Open Molecules 2025 dataset: a molecular structure, C26H30N5O2PtS at a distorted geometry (ωB97M-V/def2-TZVPD).

Summary:
strongest force on any atom: 2.53 eV/A
net charge: +1
E: -53070.479 eV

```
65
Properties=species:S:1:pos:R:3:lowdin_charge:R:1
Pt 0.522 0.506 0.552 1.385
C 1.632 3.381 0.198 -0.115
N 1.021 2.591 1.288 -0.269
C -0.201 3.310 1.797 -0.172
C -1.492 2.589 1.578 -0.170
C -1.801 2.352 0.111 -0.176
N -1.274 1.049 -0.286 -0.113
C -2.150 0.166 -0.620 -0.076
C -1.961 -1.198 -0.935 -0.175
C -3.098 -1.962 -1.278 -0.037
C -3.001 -3.298 -1.549 -0.076
C -1.728 -3.893 -1.530 -0.043
C -0.606 -3.155 -1.233 0.012
C -0.709 -1.803 -0.874 -0.324
O 0.407 -1.208 -0.478 -0.265
C 1.979 2.434 2.418 -0.189
C 3.361 1.876 2.069 -0.144
C 3.362 0.580 1.254 -0.217
N 2.149 -0.161 1.573 -0.137
C 2.220 -1.359 2.053 -0.041
C 1.142 -2.112 2.566 -0.149
C 1.420 -3.379 3.139 -0.029
C 0.442 -4.112 3.742 -0.077
C -0.865 -3.589 3.775 -0.047
C -1.169 -2.383 3.196 0.001
C -0.175 -1.597 2.581 -0.329
O -0.529 -0.431 2.096 -0.197
H 1.978 4.338 0.600 0.114
H 0.900 3.559 -0.583 0.082
H 2.465 2.855 -0.248 0.021
H -0.238 4.291 1.321 0.132
H -0.087 3.473 2.868 0.128
H -2.291 3.174 2.038 0.132
H -1.470 1.629 2.100 0.099
H -1.355 3.118 -0.528 0.123
H -2.878 2.384 -0.041 0.123
H -3.188 0.497 -0.645 0.144
H -4.062 -1.468 -1.332 0.121
H -3.881 -3.882 -1.779 0.108
H -1.625 -4.948 -1.750 0.115
H 0.383 -3.594 -1.224 0.126
H 1.485 1.804 3.156 0.126
H 2.144 3.414 2.874 0.134
H 3.843 1.704 3.034 0.125
H 3.964 2.616 1.541 0.118
H 4.258 0.004 1.486 0.129
H 3.374 0.791 0.188 0.025
H 3.209 -1.809 2.134 0.149
H 2.438 -3.752 3.105 0.119
H 0.666 -5.069 4.191 0.108
H -1.647 -4.151 4.271 0.114
H -2.172 -1.978 3.223 0.121
C -2.329 -0.161 -4.465 -0.014
C -0.906 0.290 -4.348 -0.301
C -0.144 0.598 -5.467 -0.008
C 1.158 1.006 -5.252 -0.103
N 1.682 1.082 -4.032 0.045
C 0.875 0.757 -3.034 -0.710
S 1.759 0.869 -1.507 0.821
N -0.392 0.386 -3.113 0.124
H -2.643 -0.206 -5.505 0.081
H -2.985 0.524 -3.925 0.087
H -2.441 -1.148 -4.015 0.078
H -0.555 0.528 -6.464 0.113
H 1.809 1.281 -6.074 0.117
```

=====

Record 3
Entry from the Open Molecules 2025 dataset: a molecular structure, C30H22N3O3PbSSe3Te at a distorted geometry (ωB97M-V/def2-TZVPD).

Summary:
strongest force on any atom: 3.14 eV/A
net charge: +1
E: -261487.969 eV

```
64
Properties=species:S:1:pos:R:3:lowdin_charge:R:1
Pb -18.141 2.753 -7.195 1.267
C -17.606 -0.518 -3.286 -0.037
C -16.919 0.359 -2.452 -0.027
C -16.262 1.468 -3.009 -0.005
C -16.393 1.781 -4.339 -0.237
N -17.227 1.045 -5.091 0.021
C -17.666 -0.117 -4.629 -0.160
C -15.519 2.810 -4.999 -0.235
C -14.107 2.737 -4.829 0.028
C -13.269 3.779 -5.305 -0.023
C -13.942 4.887 -5.761 -0.021
C -15.337 4.782 -6.097 -0.076
N -16.072 3.733 -5.766 0.020
H -18.153 -1.421 -2.930 0.128
H -16.831 0.122 -1.398 0.116
H -15.585 2.028 -2.437 0.106
H -18.147 -0.841 -5.366 0.110
H -13.774 1.876 -4.273 0.114
H -12.226 3.722 -5.282 0.099
H -13.438 5.814 -5.831 0.100
H -15.758 5.455 -6.805 0.106
Se -19.116 2.199 -10.204 -0.109
Se -21.365 2.540 -10.846 0.128
Te -20.493 0.203 -9.341 0.552
Se -20.514 0.594 -6.910 -0.107
O -16.207 3.038 -9.137 -0.703
S -16.025 2.351 -10.496 0.927
C -16.442 3.700 -11.705 -0.377
C -16.661 3.303 -13.049 -0.083
C -17.005 4.288 -13.990 -0.067
C -17.528 5.514 -13.551 -0.064
C -17.550 5.799 -12.194 -0.050
C -16.935 4.911 -11.316 -0.104
C -14.238 2.307 -10.747 -0.402
C -13.601 1.334 -11.429 -0.076
C -12.176 1.390 -11.458 -0.059
C -11.472 2.415 -10.867 -0.086
C -12.138 3.403 -10.138 -0.049
C -13.560 3.366 -10.125 -0.062
H -16.367 2.295 -13.377 0.113
H -17.008 4.042 -15.064 0.116
H -17.976 6.154 -14.305 0.111
H -18.008 6.708 -11.800 0.109
H -16.959 5.149 -10.270 0.087
H -14.129 0.523 -11.931 0.116
H -11.639 0.726 -12.134 0.111
H -10.402 2.463 -10.787 0.106
H -11.610 4.189 -9.518 0.127
H -14.221 4.142 -9.707 0.108
O -19.439 4.472 -5.606 -0.105
C -19.545 5.359 -6.510 -0.451
N -18.709 5.382 -7.626 0.045
C -18.895 6.604 -8.326 -0.408
O -18.291 7.103 -9.254 0.076
C -20.071 7.310 -7.665 -0.107
C -20.774 8.448 -8.074 0.016
C -21.929 8.856 -7.275 -0.042
C -22.203 8.169 -6.071 -0.076
C -21.396 7.078 -5.680 -0.011
C -20.379 6.600 -6.511 -0.106
H -20.494 8.963 -8.978 0.107
H -22.544 9.712 -7.693 0.120
H -23.167 8.225 -5.504 0.119
H -21.608 6.574 -4.742 0.115
```

=====

Record 4
Entry from the Open Molecules 2025 dataset: a single C5H8N2 molecule at a distorted geometry (ωB97M-V/def2-TZVPD).

Summary:
strongest force on any atom: 1.03 eV/A
E: -8290.633 eV

```
15
Properties=species:S:1:pos:R:3:lowdin_charge:R:1
C -1.118 -0.390 0.926 -0.030
C -0.931 0.970 -1.187 -0.074
C -0.084 1.678 -0.184 -0.185
N -0.194 0.207 -0.056 -0.345
C 1.095 -0.485 -0.237 -0.129
C 0.982 -1.949 -0.178 -0.194
N 0.948 -3.098 -0.068 0.166
H -1.708 0.412 1.373 0.094
H -0.577 -0.937 1.707 0.094
H -1.784 -1.063 0.382 0.100
H -0.333 0.792 -2.096 0.027
H 0.953 1.998 -0.358 0.104
H -0.546 2.227 0.642 0.098
H 1.497 -0.187 -1.211 0.135
H 1.800 -0.175 0.544 0.139
```

=====

Record 5
Entry from the Open Molecules 2025 dataset: a gas-phase ion, C3H8OS2 (charge -1) at a distorted geometry (ωB97M-V/def2-TZVPD).

Summary:
strongest force on any atom: 3.57 eV/A
net charge: -1
multiplicity: 2
E: -26957.993 eV

```
14
Properties=species:S:1:pos:R:3:lowdin_charge:R:1
C -1.526 0.031 0.038 -0.301
C -2.446 -0.616 -0.980 -0.283
O -3.797 -0.324 -0.581 -0.092
C -0.062 -0.152 -0.321 -0.704
S 0.996 0.620 0.902 0.169
S 2.880 -0.051 -0.014 -0.085
H -1.732 -0.425 0.999 0.099
H -1.834 1.056 0.086 0.096
H -2.277 -0.149 -1.948 0.110
H -2.287 -1.673 -1.072 0.104
H -4.390 -0.674 -1.251 0.066
H 0.109 0.283 -1.307 0.058
H 0.154 -1.206 -0.520 0.062
H 3.701 0.242 1.006 -0.298
```